Entry 1:
C8H26O7 | the ωB97M-V functional and the def2-TZVPD basis

The geometry in XYZ format:
```
41
Properties=species:S:1:pos:R:3:lowdin_charge:R:1
C 1.23 2.97 0.38 0.022
C 0.20 2.59 1.13 -0.168
C -0.17 1.19 1.39 -0.141
C -0.22 0.24 0.45 -0.117
C -0.57 -1.20 0.72 -0.154
C -1.25 -1.92 -0.42 -0.349
C -1.86 -1.32 -1.44 0.039
C -1.20 -3.41 -0.29 -0.059
H 1.88 2.26 -0.11 0.047
H 1.48 4.02 0.22 0.058
H -0.41 3.34 1.63 0.097
H -0.41 0.95 2.42 0.098
H 0.00 0.48 -0.59 0.091
H -1.20 -1.28 1.61 0.117
H 0.37 -1.73 0.95 0.100
H -1.89 -0.25 -1.58 0.034
H -2.34 -1.89 -2.23 0.067
H -1.55 -3.74 0.68 0.085
H -1.78 -3.92 -1.06 0.076
H -0.16 -3.76 -0.39 0.076
O -3.23 1.07 0.28 -0.045
H -3.48 0.20 -0.06 0.053
H -2.52 0.90 0.92 0.031
O 2.52 0.15 -1.71 -0.068
H 1.71 0.58 -2.06 0.004
H 3.27 0.53 -2.19 0.063
O -0.09 -1.01 3.87 -0.051
H 0.13 -0.81 4.79 0.048
H 0.34 -1.85 3.69 0.047
O -2.02 2.35 -1.88 -0.072
H -2.43 1.94 -1.09 0.009
H -2.00 3.30 -1.66 0.064
O 2.42 -2.88 0.14 -0.086
H 2.39 -2.59 -0.78 0.028
H 2.73 -2.06 0.58 -0.005
O 2.95 -0.28 1.01 -0.073
H 2.20 0.08 1.50 0.034
H 2.77 0.01 0.09 0.000
O 0.42 1.49 -2.93 -0.073
H 0.12 0.98 -3.69 0.064
H -0.39 1.79 -2.46 0.008
```

HOMO: -9.1041 eV
Kohn-Sham gap: 9.552 eV
LUMO energy: 0.0165 hartree
electronic energy: -847.07040 a.u.

Entry 2:
H22O31S5Zn3 | the ωB97M-V functional and the def2-TZVPD basis

The geometry in XYZ format:
```
61
Properties=species:S:1:pos:R:3:lowdin_charge:R:1
Zn -1.48 0.48 -3.09 0.679
Zn 1.51 1.84 0.98 0.693
Zn -3.37 -1.73 0.99 0.930
S 1.93 1.68 4.33 0.148
O 0.88 1.22 5.23 -0.443
O 2.16 3.11 4.68 -0.479
O 3.15 1.02 4.67 -0.380
O 1.65 1.50 2.89 -0.409
S -4.16 -0.32 -1.62 0.265
O -5.53 -0.42 -2.15 -0.387
O -3.89 -1.48 -0.80 -0.393
O -3.23 -0.28 -2.74 -0.375
O -3.89 0.92 -0.85 -0.331
S -2.47 3.42 -2.00 0.093
O -1.56 4.55 -2.25 -0.456
O -3.61 3.64 -2.78 -0.367
O -1.83 2.21 -2.42 -0.380
O -2.78 3.40 -0.58 -0.373
S 4.64 0.73 0.98 0.152
O 3.19 0.84 0.68 -0.419
O 5.11 -0.60 0.71 -0.404
O 5.31 1.74 0.21 -0.426
O 4.85 0.94 2.39 -0.363
S -0.47 -0.63 -0.14 0.395
O 0.38 0.34 0.50 -0.264
O -0.89 -0.23 -1.49 -0.300
O 0.22 -1.92 -0.17 -0.359
O -1.67 -0.82 0.66 -0.366
O -2.70 -1.97 2.99 0.003
H -2.67 -2.59 3.71 0.083
H -2.12 -1.26 3.25 0.092
O 1.26 -3.07 -2.23 -0.079
H 2.04 -2.51 -2.25 0.001
H 0.73 -2.71 -1.52 -0.045
O 0.43 1.06 -3.77 0.001
H 0.73 1.94 -3.99 0.086
H 0.79 0.50 -4.46 0.064
O -0.25 2.96 0.96 -0.018
H -1.12 3.06 0.56 0.028
H -0.03 3.84 1.27 0.080
O -2.04 -3.35 0.46 -0.036
H -1.76 -4.22 0.74 0.071
H -1.23 -2.91 0.21 0.008
O 1.15 -4.29 0.50 -0.066
H 0.73 -3.44 0.40 -0.040
H 1.96 -4.10 0.98 0.041
O 1.54 2.33 -1.04 -0.012
H 1.89 3.18 -1.29 0.083
H 2.06 1.70 -1.54 0.070
O 1.62 -1.38 2.63 -0.052
H 1.27 -1.33 1.74 -0.033
H 1.78 -0.47 2.87 -0.014
O 3.24 -1.58 -0.93 -0.071
H 2.57 -1.36 -0.28 0.005
H 4.05 -1.66 -0.43 -0.003
O -2.72 1.55 1.67 -0.041
H -2.11 0.93 1.27 -0.017
H -2.63 1.40 2.61 0.030
O -1.00 -1.42 -3.90 -0.018
H -0.27 -1.88 -3.47 0.039
H -1.33 -2.05 -4.54 0.076
```

HOMO: 3.4232 eV
Kohn-Sham gap: 2.303 eV
LUMO energy: 0.2104 hartree
electronic energy: -9674.55727 a.u.
charge: -4

Entry 3:
C12H21Br3N3Pd | the ωB97M-V functional and the def2-TZVPD basis

The geometry in XYZ format:
```
40
Properties=species:S:1:pos:R:3:mulliken_spin:R:1
Pd 0.05 -1.91 0.55 1.329
Br -1.89 -3.70 0.72 0.649
Br 1.91 -3.13 2.31 0.458
Br 1.29 -3.14 -1.78 0.413
C 3.76 1.13 -2.65 0.000
C 4.29 1.46 -1.18 0.000
C 3.16 1.88 -0.15 0.003
C 2.23 0.72 0.02 -0.039
N 1.48 -0.22 0.16 0.090
H 3.19 1.87 -3.21 0.000
H 3.26 0.21 -2.94 0.000
H 4.68 1.02 -3.22 0.000
H 4.97 2.31 -1.18 0.000
H 4.85 0.62 -0.78 0.000
H 2.60 2.77 -0.45 -0.001
H 3.68 2.05 0.80 0.000
C 0.22 1.25 -4.24 -0.001
C -0.81 0.07 -4.19 0.002
C -1.93 0.10 -3.18 0.002
C -1.52 -0.18 -1.78 0.004
N -1.27 -0.50 -0.73 0.048
H 0.43 1.71 -3.28 0.000
H 0.02 2.10 -4.90 0.000
H 1.19 0.79 -4.41 0.000
H -0.26 -0.83 -3.93 -0.001
H -1.21 -0.06 -5.20 0.000
H -2.61 -0.65 -3.58 -0.001
H -2.43 1.07 -3.16 0.001
C -3.42 -2.00 4.96 0.005
C -2.92 -0.62 5.46 -0.001
C -2.56 0.44 4.34 0.001
C -1.80 -0.17 3.21 -0.014
N -1.15 -0.60 2.32 0.058
H -3.71 -2.66 5.77 0.000
H -2.66 -2.54 4.40 -0.003
H -4.27 -1.91 4.28 0.000
H -1.89 -0.81 5.79 0.000
H -3.41 -0.19 6.33 0.000
H -2.12 1.34 4.79 0.000
H -3.43 0.92 3.89 0.000
```

HOMO (spin up / spin down): -8.5843 / -7.6360 eV
Kohn-Sham gap (spin up / spin down): 8.961 / 3.602 eV
LUMO energy (spin up / spin down): 0.0138 / -0.1483 hartree
multiplicity: 4
electronic energy: -8483.92670 a.u.